114
Properties=species:S:1:pos:R:3 method="wB97M-V/def2-TZVPD" multiplicity=1 total_energy_ha=-8292.98150 homo_lumo_gap_ev=5.9277 e_homo_ev=-6.636
Pd -0.199 0.181 0.175
O 0.456 -0.052 3.160
C -0.867 0.092 3.483
C -1.582 -0.793 4.277
C -2.897 -0.501 4.581
C -3.537 0.552 3.957
C -2.850 1.457 3.169
C -1.533 1.200 2.913
P -0.616 2.045 1.534
C -1.912 3.208 0.850
C -2.167 4.536 1.200
C -3.086 5.280 0.464
C -3.814 4.684 -0.562
C -3.629 3.348 -0.844
C -2.709 2.599 -0.143
C 0.601 3.170 2.294
C 1.340 3.899 1.393
C 2.190 4.896 1.785
C 2.361 5.170 3.134
C 1.626 4.447 4.071
C 0.738 3.427 3.665
C 1.020 -1.282 3.397
C 1.515 -1.487 4.674
C 2.136 -2.650 4.945
C 2.153 -3.678 3.972
C 1.666 -3.441 2.693
C 1.196 -2.175 2.308
P 1.117 -1.579 0.607
C 0.666 -3.140 -0.303
C -0.590 -3.090 -0.926
C -1.073 -4.130 -1.739
C -0.308 -5.243 -1.931
C 0.993 -5.243 -1.437
C 1.500 -4.261 -0.573
C 2.901 -1.457 0.275
C 3.335 -1.612 -1.019
C 4.676 -1.519 -1.352
C 5.626 -1.268 -0.349
C 5.172 -1.069 0.949
C 3.804 -1.139 1.294
H -1.092 -1.673 4.639
H -3.427 -1.190 5.234
H -4.583 0.674 4.239
H -3.367 2.309 2.731
H -1.596 5.009 1.980
H -3.285 6.319 0.732
H -4.562 5.254 -1.066
H -4.157 2.912 -1.663
H -2.543 1.578 -0.401
H 1.221 3.712 0.329
H 2.725 5.441 1.045
H 3.101 5.898 3.493
H 1.724 4.666 5.135
H 0.137 2.873 4.372
H 1.372 -0.697 5.410
H 2.649 -2.838 5.894
H 2.601 -4.622 4.206
H 1.779 -4.198 1.945
H -1.205 -2.221 -0.799
H -2.002 -4.041 -2.286
H -0.689 -6.055 -2.498
H 1.628 -6.071 -1.702
H 2.536 -4.343 -0.200
H 2.576 -1.750 -1.768
H 4.967 -1.591 -2.407
H 6.636 -1.106 -0.628
H 5.939 -0.843 1.698
H 3.495 -0.904 2.278
Se -0.003 3.649 -3.710
N 1.630 2.918 -3.809
C 1.431 1.604 -3.849
C 2.463 0.643 -4.107
C 2.023 -0.637 -4.195
C 0.644 -0.989 -4.179
N -0.337 -0.168 -4.054
C 0.043 1.175 -3.919
N -0.921 2.115 -3.809
H 3.530 0.883 -4.142
H 2.726 -1.380 -4.422
H 0.374 -2.026 -4.311
C -4.613 -1.686 -4.192
C -3.893 -0.413 -3.882
N -3.112 -0.648 -2.694
C -3.554 -1.354 -1.597
N -3.001 -1.056 -0.466
C -3.234 -1.870 0.703
C -3.908 -3.244 0.372
C -5.021 -3.041 -0.641
N -4.440 -2.416 -1.819
C -5.335 -2.202 -2.925
H -3.983 -2.490 -4.589
H -5.295 -1.511 -5.013
H -4.547 0.429 -3.736
H -3.145 -0.185 -4.646
H -2.428 0.048 -2.420
H -3.811 -1.190 1.386
H -2.246 -2.044 1.179
H -4.235 -3.757 1.248
H -3.142 -3.866 -0.026
H -5.801 -2.465 -0.115
H -5.505 -4.012 -0.860
H -6.149 -1.522 -2.629
H -5.834 -3.119 -3.194
Br 6.578 4.485 0.779
C 5.488 3.438 -0.362
C 4.299 2.893 0.084
C 3.658 2.006 -0.792
N 4.125 1.715 -1.984
C 5.267 2.254 -2.382
C 6.016 3.108 -1.595
H 3.897 3.062 1.090
H 2.733 1.495 -0.434
H 5.589 2.028 -3.422
H 6.986 3.461 -1.903

121
Properties=species:S:1:pos:R:3 method="wB97M-V/def2-TZVPD" multiplicity=1 charge=-2 total_energy_ha=-3912.23371 homo_lumo_gap_ev=4.8643 e_homo_ev=-1.328
Pb 0.494 -0.332 0.183
C 1.532 0.524 -9.890
O 2.362 0.508 -8.748
C 1.802 0.395 -7.519
C 0.409 0.255 -7.347
C -0.111 0.161 -6.034
C 0.690 0.120 -4.913
C 2.118 0.253 -5.125
C 2.648 0.397 -6.392
C 0.175 0.159 -3.543
C 0.544 1.293 -2.760
C 0.997 2.509 -3.344
C 1.141 3.398 -2.262
C 0.753 2.729 -1.125
N 0.359 1.455 -1.403
C 0.841 3.313 0.257
C -0.076 2.803 1.305
C -0.638 3.500 2.383
C -1.201 2.576 3.259
C -0.944 1.317 2.707
C -1.342 0.035 3.272
C -1.196 -0.168 4.766
C -1.776 0.622 5.742
C -1.459 0.505 7.085
C -0.423 -0.335 7.474
O 0.159 -0.388 8.709
C -0.180 0.699 9.570
C 0.135 -1.203 6.528
C -0.262 -1.114 5.192
C -1.611 -1.068 2.518
N -1.444 -1.208 1.139
C -2.091 -2.352 0.773
C -2.282 -2.843 -0.557
C -3.142 -4.033 -0.814
C -2.645 -5.316 -1.126
C -3.458 -6.402 -1.389
C -4.829 -6.223 -1.360
O -5.587 -7.315 -1.719
C -6.976 -7.137 -1.686
C -5.359 -5.027 -0.967
C -4.497 -3.971 -0.705
C -1.761 -2.221 -1.755
C -1.943 -2.703 -3.112
C -1.216 -1.921 -3.921
C -0.614 -0.868 -3.067
N -0.974 -1.118 -1.768
C -2.622 -2.991 1.982
C -2.304 -2.226 3.042
N -0.269 1.466 1.525
C 0.607 4.838 0.144
C -0.600 5.301 -0.324
C -0.872 6.657 -0.330
C 0.024 7.543 0.228
O -0.275 8.850 0.473
C -1.645 9.137 0.822
C 1.248 7.080 0.666
C 1.556 5.729 0.552
H 2.172 0.539 -10.731
H 0.966 1.431 -9.864
H 0.912 -0.371 -9.898
H -0.217 0.287 -8.253
H -1.197 0.177 -5.919
H 2.782 0.256 -4.254
H 3.702 0.447 -6.623
H 1.201 2.712 -4.387
H 1.463 4.432 -2.323
H -0.591 4.566 2.461
H -1.697 2.775 4.175
H -2.546 1.357 5.413
H -1.934 1.157 7.822
H 0.565 0.733 10.382
H -1.165 0.615 9.991
H -0.059 1.657 9.076
H 0.928 -1.857 6.853
H 0.282 -1.665 4.418
H -1.539 -5.484 -1.195
H -3.111 -7.384 -1.725
H -7.490 -8.019 -2.078
H -7.224 -6.255 -2.299
H -7.324 -7.066 -0.629
H -6.447 -4.896 -0.966
H -4.913 -2.984 -0.454
H -2.518 -3.589 -3.429
H -1.047 -2.027 -4.999
H -3.138 -3.938 2.019
H -2.638 -2.458 3.984
H -1.334 4.556 -0.665
H -1.835 6.991 -0.666
H -1.642 10.068 1.336
H -2.064 8.363 1.447
H -2.244 9.229 -0.112
H 1.950 7.816 1.078
H 2.490 5.332 0.842
O 2.177 3.153 0.836
H 2.677 2.786 0.086
H 2.411 1.598 2.008
N 2.868 -2.707 -1.790
H 3.307 -2.146 -2.518
H 3.106 -2.124 -0.973
H 1.916 -2.591 -2.033
O 2.161 0.946 5.006
C 2.011 1.443 3.920
O 2.590 1.009 2.795
H 1.497 2.369 3.793
O 4.470 -0.147 -2.207
Cl 4.663 0.817 -1.196
O 5.899 0.503 -0.501
O 4.689 2.155 -1.713
O 3.562 0.707 -0.238
C 5.213 -2.733 1.348
N 3.920 -3.301 1.561
C 3.409 -4.421 0.947
C 2.105 -4.476 1.312
N 1.750 -3.385 2.089
C 2.875 -2.699 2.208
H 5.727 -3.218 0.531
H 5.886 -2.882 2.239
H 5.233 -1.653 1.151
H 4.068 -5.062 0.307
H 1.344 -5.240 1.089
H 2.999 -1.845 2.829

110
Properties=species:S:1:pos:R:3 method="wB97M-V/def2-TZVPD" multiplicity=2 charge=+1 total_energy_ha=-4553.84830 homo_lumo_gap_ev="6.3065 / 6.6154" s2=1.068 e_homo_ev="-8.496 / -8.782"
Mn -0.015 0.202 1.899
C -0.578 0.661 5.147
C -1.858 1.072 4.420
C -1.523 1.507 3.024
C -3.795 1.506 1.632
C -4.316 2.025 0.509
C -3.507 2.508 -0.576
C -2.179 2.557 -0.395
N -1.560 1.981 0.689
N 0.193 -0.283 4.325
C -0.352 -1.628 4.488
C 0.180 -2.556 3.429
C 0.097 -3.934 3.566
C 0.734 -4.738 2.639
C 1.474 -4.132 1.635
C 1.469 -2.753 1.556
N 0.793 -1.966 2.402
C 1.627 -0.254 4.631
C 2.466 0.506 3.627
C 3.718 0.956 4.012
C 4.530 1.589 3.090
C 4.057 1.766 1.802
C 2.792 1.300 1.500
N 2.007 0.671 2.378
H -0.813 0.225 6.126
H 0.038 1.540 5.324
H -2.329 1.876 4.999
H -2.554 0.236 4.407
H -4.384 1.636 3.700
H -5.392 2.164 0.441
H -3.952 2.928 -1.467
H -1.529 3.092 -1.079
H -1.442 -1.579 4.430
H -0.105 -2.038 5.476
H -0.433 -4.362 4.408
H 0.686 -5.817 2.720
H 2.041 -4.709 0.915
H 2.045 -2.247 0.800
H 2.012 -1.275 4.652
H 1.805 0.162 5.625
H 4.050 0.807 5.034
H 5.513 1.945 3.374
H 4.648 2.264 1.044
H 2.370 1.436 0.514
S 0.695 3.361 3.460
C 1.241 4.011 1.937
C 0.570 3.506 0.885
C -0.366 2.497 1.285
C -0.432 2.308 2.667
C -2.319 1.207 1.731
C -4.693 1.138 2.772
C -4.806 -0.330 3.020
C -3.966 -1.286 2.628
C -2.680 -1.196 1.925
N -1.978 -0.221 1.517
H 2.047 4.733 1.930
H 0.754 3.832 -0.131
H -5.696 1.516 2.561
H -5.680 -0.644 3.586
H -4.235 -2.304 2.891
H -2.214 -2.164 1.731
C 0.489 0.924 -1.848
P 0.378 -0.535 -0.696
C -1.132 -1.510 -1.070
C -1.146 -2.877 -0.774
C -2.308 -3.626 -0.909
C -3.483 -3.019 -1.331
C -3.491 -1.655 -1.592
C -2.329 -0.907 -1.450
C 1.731 -1.527 -1.484
C 1.555 -2.550 -2.413
C 2.654 -3.191 -2.976
C 3.944 -2.817 -2.630
C 4.135 -1.783 -1.723
C 3.038 -1.150 -1.158
P -0.530 1.075 -3.396
C 0.208 2.615 -4.083
C 0.026 2.848 -5.451
C 0.437 4.037 -6.032
C 1.032 5.026 -5.257
C 1.215 4.812 -3.901
C 0.804 3.616 -3.319
C 0.260 -0.174 -4.483
C -0.558 -1.156 -5.037
C -0.032 -2.105 -5.910
C 1.316 -2.072 -6.232
C 2.141 -1.097 -5.679
C 1.616 -0.152 -4.812
H 1.547 0.971 -2.118
H 0.273 1.805 -1.249
H -0.246 -3.365 -0.426
H -2.292 -4.687 -0.685
H -4.387 -3.605 -1.446
H -4.407 -1.161 -1.893
H -2.378 0.161 -1.612
H 0.564 -2.843 -2.726
H 2.492 -3.981 -3.702
H 4.797 -3.321 -3.069
H 5.138 -1.474 -1.450
H 3.205 -0.351 -0.443
H -0.439 2.084 -6.065
H 0.292 4.194 -7.095
H 1.348 5.958 -5.709
H 1.681 5.576 -3.289
H 0.976 3.469 -2.260
H -1.613 -1.172 -4.783
H -0.678 -2.860 -6.342
H 1.727 -2.802 -6.920
H 3.195 -1.071 -5.934
H 2.262 0.617 -4.402

114
Properties=species:S:1:pos:R:3 method="wB97M-V/def2-TZVPD" multiplicity=4 charge=+2 total_energy_ha=-4188.71008 homo_lumo_gap_ev="6.9482 / 7.1199" s2=3.769 e_homo_ev="-12.457 / -12.820"
Re 0.021 1.078 1.159
C -3.412 -1.257 1.938
C -3.756 -0.253 3.046
C -3.331 -0.816 4.406
C -3.177 1.132 2.793
C -2.752 1.523 1.522
C -2.269 2.828 1.286
C -2.179 3.761 2.313
C -1.642 5.145 2.071
C -2.603 3.359 3.576
C -3.093 2.082 3.807
H -3.662 -2.269 2.264
H -2.342 -1.235 1.705
H -3.973 -1.062 1.020
H -4.844 -0.136 3.058
H -2.240 -0.906 4.459
H -3.758 -1.810 4.542
H -3.676 -0.206 5.240
H -2.923 0.869 0.677
H -2.052 3.140 0.273
H -0.835 5.375 2.770
H -2.421 5.898 2.216
H -1.256 5.248 1.056
H -2.556 4.063 4.401
H -3.430 1.834 4.808
N 0.156 -0.866 0.858
S 0.833 -1.701 -0.154
N 1.480 -1.122 -1.476
S 1.402 -0.324 -2.772
N 0.441 0.856 -3.014
S -0.825 1.314 -2.132
N -0.721 1.201 -0.690
C -0.987 2.974 -2.691
C -2.256 3.531 -2.802
C -2.355 4.894 -3.040
C -1.205 5.668 -3.147
C 0.054 5.089 -3.021
C 0.173 3.730 -2.786
C -2.200 0.416 -2.802
C -2.733 -0.580 -2.000
C -3.763 -1.361 -2.510
C -4.244 -1.128 -3.791
C -3.689 -0.129 -4.587
C -2.651 0.650 -4.100
C 1.219 -1.449 -4.108
C 2.091 -2.533 -4.154
C 1.943 -3.446 -5.181
C 0.938 -3.268 -6.132
C 0.085 -2.174 -6.067
C 0.227 -1.241 -5.049
C 3.008 0.365 -2.943
C 3.566 0.934 -1.806
C 4.773 1.596 -1.943
C 5.387 1.683 -3.188
C 4.800 1.116 -4.313
C 3.589 0.449 -4.202
C -0.242 -3.051 -0.561
C -0.522 -3.417 -1.865
C -1.407 -4.464 -2.086
C -1.988 -5.122 -1.013
C -1.692 -4.741 0.294
C -0.815 -3.699 0.532
C 2.257 -2.493 0.527
C 2.642 -2.122 1.804
C 3.713 -2.788 2.383
C 4.358 -3.803 1.690
C 3.951 -4.159 0.406
C 2.890 -3.502 -0.187
H -3.149 2.927 -2.699
H -3.332 5.351 -3.138
H -1.289 6.731 -3.329
H 0.944 5.699 -3.104
H 1.146 3.260 -2.686
H -2.346 -0.729 -0.997
H -4.191 -2.148 -1.901
H -5.065 -1.723 -4.173
H -4.068 0.046 -5.587
H -2.204 1.427 -4.711
H 2.866 -2.653 -3.403
H 2.612 -4.295 -5.246
H 0.829 -3.986 -6.936
H -0.686 -2.038 -6.814
H -0.414 -0.371 -4.985
H 3.063 0.860 -0.846
H 5.235 2.046 -1.074
H 6.334 2.202 -3.284
H 5.281 1.192 -5.279
H 3.118 0.015 -5.075
H -0.063 -2.904 -2.697
H -1.635 -4.765 -3.101
H -2.674 -5.942 -1.191
H -2.141 -5.264 1.128
H -0.574 -3.388 1.542
H 2.111 -1.334 2.322
H 4.038 -2.519 3.379
H 5.185 -4.327 2.152
H 4.459 -4.952 -0.126
H 2.553 -3.776 -1.184
F 1.741 1.347 0.369
O 3.659 1.231 9.201
C 2.727 0.405 8.689
O 2.371 -0.563 9.292
C 2.161 0.757 7.338
C 0.838 0.413 7.091
C 0.261 0.684 5.862
C 1.033 1.265 4.865
S 0.266 1.654 3.315
C 2.361 1.606 5.092
C 2.920 1.354 6.338
H 3.795 2.003 8.640
H 0.272 -0.069 7.879
H -0.780 0.446 5.678
H 2.947 2.060 4.303
H 3.964 1.598 6.503

Relative energy (zero: lowest compared OMol25 entry of this formula, charge and spin) list, top to bottom, in kJ/mol: 0.0, 0.0, 221.8, 155.7
Maximum force list, top to bottom, in eV/Å: 2.675, 2.590, 2.141, 1.159